Below is 13 unconnected molecules or ions with the total composition C63H133Br3N11 in a non-equilibrium geometry, with properties calculated with wB97M-V/def2-TZVPD.

The geometry in ORCA input format:
```
! RIJCOSX wB97M-V def2-TZVPD def2/J DEFGRID3
* xyz 5 1
C 0.450 -4.324 -15.343
C 1.268 -3.219 -16.017
N -9.815 -1.736 -18.466
C -10.949 -2.262 -18.972
C -12.162 -1.219 -18.731
N -11.633 -0.093 -18.547
C -10.010 -0.496 -18.205
C -12.235 1.326 -18.380
H 6.799 -3.993 -10.061
H 0.238 -5.250 -15.922
H -0.105 -4.585 -14.259
H 1.764 -3.111 -17.057
H 1.563 -2.198 -15.607
H -10.882 -3.318 -19.301
H -13.179 -1.543 -18.653
H -9.288 0.146 -17.642
H -11.726 1.871 -19.208
H -11.995 1.690 -17.346
H -13.313 1.196 -18.209
C 13.053 -0.293 2.008
C 11.964 -1.204 2.626
N 10.891 -1.286 1.626
C 10.319 -0.231 0.897
C 9.564 -0.750 -0.085
N 9.687 -2.127 0.017
C 10.564 -2.434 0.960
C 9.090 -3.206 -0.791
H 13.232 -0.540 0.954
H 14.017 -0.403 2.490
H 12.804 0.785 2.014
H 11.585 -0.759 3.554
H 12.305 -2.233 2.782
H 10.556 0.813 1.070
H 8.931 -0.214 -0.756
H 11.008 -3.385 0.997
H 7.968 -3.080 -0.939
H 9.242 -4.181 -0.336
H 9.421 -3.141 -1.814
C 1.823 5.018 -4.241
C 0.723 4.615 -3.376
N 0.867 3.262 -2.771
C 1.875 2.272 -2.829
C 1.459 1.266 -2.075
N 0.209 1.667 -1.509
C -0.103 2.893 -1.928
C -0.498 0.955 -0.432
H 1.963 4.443 -5.114
H 2.749 4.966 -3.687
H 1.545 6.052 -4.624
H -0.205 4.608 -3.975
H 0.675 5.291 -2.525
H 2.675 2.382 -3.537
H 1.861 0.282 -1.883
H -0.854 3.533 -1.542
H -1.456 1.494 -0.383
H 0.013 1.202 0.466
H -0.698 -0.143 -0.615
C -2.490 8.322 -3.542
C -3.573 9.206 -4.054
C -4.957 8.429 -4.201
C -5.301 7.895 -2.833
N -6.568 7.028 -2.760
C -6.204 5.641 -3.340
C -7.160 4.687 -2.561
C -7.649 5.474 -1.306
C -6.869 6.777 -1.294
C -7.658 7.709 -3.489
H -2.576 8.061 -2.467
H -1.568 8.856 -3.729
H -2.348 7.387 -4.055
H -3.280 9.617 -5.049
H -3.821 10.086 -3.456
H -4.862 7.631 -4.937
H -5.792 9.072 -4.552
H -5.376 8.734 -2.123
H -4.464 7.232 -2.582
H -6.326 5.693 -4.402
H -5.135 5.507 -3.028
H -7.990 4.253 -3.152
H -6.617 3.757 -2.260
H -8.734 5.647 -1.416
H -7.495 4.943 -0.341
H -7.517 7.610 -1.049
H -5.956 6.650 -0.785
H -8.541 7.096 -3.494
H -7.379 7.899 -4.516
H -8.002 8.666 -3.075
C 0.951 4.610 7.652
C 0.575 3.381 8.393
C 1.361 2.110 7.954
C 0.865 0.752 8.448
N 1.985 -0.219 8.723
C 1.410 -1.575 8.966
C 2.469 -2.597 8.640
C 3.249 -1.937 7.428
C 2.851 -0.438 7.488
C 2.864 0.161 9.793
H 0.873 4.421 6.590
H 1.945 4.939 7.976
H 0.296 5.469 7.947
H -0.498 3.166 8.323
H 0.790 3.522 9.476
H 2.363 2.505 8.218
H 1.314 2.080 6.855
H 0.275 0.375 7.602
H 0.306 0.776 9.429
H 1.016 -1.557 9.999
H 0.630 -1.684 8.151
H 3.165 -2.907 9.407
H 1.928 -3.494 8.318
H 4.351 -2.105 7.349
H 2.845 -2.403 6.501
H 3.695 0.259 7.553
H 2.237 -0.296 6.570
H 2.374 0.317 10.730
H 3.397 1.071 9.549
H 3.587 -0.680 9.793
C -0.332 10.124 6.198
C 0.552 9.239 5.335
C -0.328 8.094 4.836
C 0.336 6.977 3.930
N -0.573 6.439 2.810
C -1.807 5.790 3.385
C -1.573 4.247 3.335
C -0.113 4.141 2.863
C 0.135 5.363 2.063
C -0.960 7.477 1.843
H 0.262 10.970 6.512
H -0.667 9.726 7.175
H -1.184 10.401 5.534
H 1.495 8.841 5.870
H 0.970 9.761 4.498
H -1.213 8.509 4.304
H -0.669 7.525 5.680
H 0.655 6.120 4.474
H 1.182 7.289 3.329
H -2.650 5.977 2.748
H -1.970 6.240 4.335
H -2.209 3.885 2.551
H -1.665 3.701 4.249
H 0.030 3.215 2.298
H 0.474 4.088 3.787
H -0.262 5.201 1.050
H 1.170 5.680 2.066
H -0.128 8.113 1.575
H -1.753 8.065 2.180
H -1.398 7.021 0.998
C -6.959 -3.264 3.864
C -6.317 -2.130 4.700
C -5.326 -1.241 3.878
C -3.973 -1.965 3.959
N -2.956 -1.787 2.810
C -3.404 -2.599 1.618
C -2.208 -2.765 0.716
C -1.002 -2.777 1.647
C -1.618 -2.495 3.103
C -2.778 -0.354 2.487
H -7.457 -4.006 4.486
H -6.225 -3.815 3.284
H -7.762 -2.931 3.168
H -5.860 -2.414 5.672
H -7.014 -1.371 5.021
H -5.328 -0.276 4.372
H -5.718 -1.179 2.803
H -4.123 -3.056 3.945
H -3.323 -1.673 4.830
H -4.223 -2.065 1.071
H -3.801 -3.571 1.983
H -2.154 -1.996 -0.036
H -2.225 -3.678 0.095
H -0.175 -2.080 1.476
H -0.468 -3.689 1.796
H -1.016 -1.970 3.831
H -1.958 -3.466 3.481
H -2.548 0.209 3.394
H -3.744 0.011 2.130
H -1.978 -0.206 1.736
C 5.413 -8.964 1.308
C 4.463 -9.720 0.216
C 5.022 -10.953 -0.482
C 4.420 -12.353 -0.067
N 5.239 -13.508 -0.188
C 4.402 -14.549 0.436
C 3.567 -15.234 -0.791
C 4.271 -14.602 -2.119
C 5.482 -13.836 -1.637
C 6.526 -13.446 0.438
H 6.515 -9.427 1.199
H 5.219 -9.455 2.300
H 5.157 -7.778 1.648
H 3.753 -9.287 -0.489
H 3.674 -10.277 0.807
H 6.135 -10.894 -0.568
H 4.715 -10.924 -1.554
H 3.432 -12.624 -0.500
H 4.209 -12.336 1.006
H 4.959 -15.336 0.892
H 3.749 -14.078 1.129
H 3.229 -16.404 -0.753
H 2.373 -15.092 -0.836
H 4.543 -15.313 -2.907
H 3.594 -13.961 -2.602
H 6.357 -14.414 -1.770
H 5.550 -12.903 -2.131
H 6.333 -13.238 1.541
H 7.096 -12.652 -0.045
H 6.895 -14.464 0.405
Br -0.025 0.476 4.389
Br 5.323 -1.785 -1.321
Br -2.630 5.055 -0.825
*
```

E_HOMO ... -12.4 eV
Calculated total energy ... -10802.43227 Ha
HOMO-LUMO gap ... 0.72 eV